Record 1
120
Properties=species:S:1:pos:R:3:forces:R:3 method="wB97M-V/def2-TZVPD" homo_energy_ev=-10.254 total_energy_ha=-3057.50277 e_above_lowest_kj_mol=668.4
O -1.791 2.671 -2.038 -0.3 -0.4 0.2
O -2.243 -1.879 1.911 -1.3 -0.2 0.5
O 2.232 -1.956 -0.382 -0.1 0.7 0.4
O 1.260 3.099 5.109 -0.3 -0.6 -0.9
O 1.235 -3.055 -5.591 -0.2 0.1 -0.2
O -1.092 -0.963 -1.646 0.9 0.7 0.8
O 3.102 -0.456 -2.980 -0.2 0.1 0.2
O 1.792 3.264 -3.919 1.0 0.2 -0.8
O 5.403 1.341 0.047 -0.3 0.3 -0.1
O -0.987 6.081 -1.545 1.3 -1.7 0.1
O -3.741 1.629 -0.022 0.3 0.1 -0.3
O -1.850 -1.739 4.936 1.0 -0.8 -0.6
O -1.037 5.099 0.910 -0.8 -0.3 0.8
O -3.548 -1.197 -2.199 0.4 -0.9 -0.2
O -3.575 5.121 -2.437 -0.8 0.5 -0.3
O 3.093 -1.994 2.523 0.3 0.1 -0.6
O 1.190 1.571 -1.798 0.1 -1.9 -0.1
O -0.301 0.299 0.443 0.3 -0.9 -0.4
O 0.650 -4.093 1.242 -0.2 0.1 -0.1
O -1.211 -6.147 -1.775 -0.1 0.0 -0.3
O -2.051 0.648 2.909 0.3 -0.9 -1.3
O 2.560 -2.375 5.037 0.5 0.3 -1.0
O 3.182 -3.315 -3.546 -0.6 -0.3 1.0
O 2.418 3.244 2.618 -0.6 -0.2 -1.4
O -5.395 3.280 -1.786 -0.2 0.5 -0.2
O 0.383 2.966 0.137 0.7 -0.5 0.2
O -3.575 4.105 1.073 0.5 0.2 0.5
O -3.469 -4.417 -3.345 0.3 -0.6 -0.8
O -1.216 -1.680 -4.046 -0.2 -0.3 -0.2
O -1.613 -3.875 -0.425 0.1 0.5 0.3
O 0.283 -2.227 3.620 -0.1 -0.3 -1.4
O 5.604 -1.040 1.433 -0.2 -0.6 0.4
O -3.486 0.179 5.088 -0.2 -0.8 -1.4
O 4.102 3.423 -1.164 -0.5 0.2 -0.2
O 1.405 0.685 3.321 -0.3 0.6 -0.2
O 1.547 5.690 1.052 0.6 0.1 0.4
O 2.471 1.047 0.456 1.3 0.5 0.7
O -0.122 -3.797 -3.004 0.9 0.0 -0.3
O -4.666 -3.280 1.785 1.5 0.5 -1.1
O 2.787 -4.367 -0.526 -0.2 0.0 -0.9
H 2.756 0.384 -2.658 0.1 0.3 -0.2
H -0.987 -2.131 4.639 -0.6 0.5 0.7
H 2.302 -1.002 -0.356 0.2 0.4 0.2
H 3.987 3.518 -2.117 0.3 -0.1 -0.2
H -2.942 -0.280 4.388 -0.5 0.7 1.9
H 1.769 0.005 3.880 0.1 -0.2 0.0
H -4.739 3.748 -2.341 -0.6 -0.1 0.5
H 1.734 -2.087 -1.186 -0.5 -0.2 -0.6
H -3.178 5.804 -1.886 0.4 -0.2 -0.1
H -0.588 -6.785 -1.426 0.1 -0.3 0.1
H 4.055 -3.085 -3.224 0.2 0.1 -0.5
H -0.038 -4.286 0.584 0.2 0.0 0.1
H 2.421 -4.937 -1.213 0.2 -0.3 0.1
H 0.739 -3.858 -5.399 0.1 -0.2 0.0
H 3.118 -3.355 -4.500 0.3 0.2 -0.2
H 2.437 -1.428 4.921 0.0 0.2 1.1
H -2.658 -1.605 -2.051 -1.3 0.3 0.0
H -0.633 -0.707 -0.812 -0.3 0.0 -0.2
H 3.188 3.500 -0.868 -0.1 0.1 0.2
H 0.751 -2.429 -5.043 0.5 -0.2 0.2
H 2.574 1.986 0.696 -0.8 -0.1 -0.3
H 1.248 -2.143 3.571 -0.3 -0.2 0.4
H -2.250 -4.489 -0.797 0.0 -0.2 0.3
H -1.383 1.860 -1.703 0.3 0.1 -0.2
H 0.119 -2.845 2.882 0.4 -0.2 0.0
H -0.531 5.549 -0.856 -0.7 1.4 1.2
H 2.131 2.334 2.452 0.5 -0.9 1.1
H -3.868 3.200 0.886 -0.2 0.5 -0.4
H 1.409 3.171 4.143 0.4 0.6 0.8
H -2.929 4.441 -2.586 1.0 -0.1 0.0
H -0.950 -5.988 -2.689 -0.3 -0.6 -0.2
H 0.549 3.043 -0.815 -0.2 0.1 0.4
H 1.158 6.551 1.249 -0.3 -0.1 -0.2
H -5.133 2.371 -1.707 0.2 -0.4 -0.2
H -1.510 0.273 3.621 0.2 0.4 0.1
H 1.448 -3.993 0.681 -0.1 -0.2 0.3
H 4.620 1.902 0.142 0.4 0.1 0.1
H 0.959 2.180 5.087 -0.1 0.1 0.6
H -3.819 -3.569 -3.091 -0.1 0.5 0.5
H -3.912 4.691 0.393 -0.5 -0.3 -0.3
H 1.746 3.609 2.027 0.1 1.1 0.1
H 4.035 -1.771 2.544 0.2 0.2 -0.1
H -4.528 -3.859 2.530 -1.1 0.0 0.3
H -1.872 -3.730 0.497 -0.5 0.2 -0.2
H -1.864 -0.970 -3.999 0.0 0.1 -0.2
H -0.131 -4.642 -2.551 -0.1 0.6 0.6
H 0.727 0.777 -2.120 -0.4 0.5 -0.5
H 1.521 3.745 -3.145 -0.6 0.0 0.3
H -3.316 -0.328 -1.883 -0.1 0.7 0.1
H 1.080 2.698 -4.220 -0.3 0.1 0.3
H -1.900 -1.827 5.891 -0.1 0.1 0.0
H -1.907 4.640 0.816 0.2 0.1 -0.2
H -0.602 -1.509 -4.759 -0.5 0.4 -0.3
H 2.757 -3.501 -0.980 0.6 -0.6 0.5
H 0.082 1.191 0.374 -0.5 0.4 0.7
H 3.348 0.757 0.759 -0.3 -0.9 -0.2
H 2.956 -2.197 1.587 -0.3 -0.2 0.0
H -3.044 -4.848 -2.604 -0.2 0.1 0.3
H -2.380 -0.188 2.481 0.1 0.6 0.6
H -0.723 5.388 -2.166 -0.6 0.5 -1.5
H -4.400 0.957 -0.211 0.0 -0.3 0.4
H 0.776 0.246 2.737 0.1 -0.2 0.0
H -0.903 0.161 1.178 0.1 1.0 0.6
H 1.633 1.127 -1.038 0.2 0.9 0.0
H 0.496 3.809 0.588 -0.6 0.6 -0.4
H -3.143 1.328 0.670 0.0 -0.4 0.1
H 2.336 5.695 1.611 0.1 -0.1 -0.1
H 6.154 -1.727 1.046 0.0 0.0 0.0
H -1.841 -1.600 1.104 1.0 -0.2 -0.8
H -0.968 -3.364 -2.881 -0.4 -0.4 -0.3
H -0.839 -1.854 -1.876 0.6 -0.3 0.0
H 2.873 -2.517 4.108 0.1 -0.8 0.9
H -4.320 0.031 4.630 -0.6 0.5 0.5
H 5.698 1.711 -0.792 0.4 -0.3 -0.1
H 2.416 -0.777 -3.573 0.1 -0.3 -0.1
H -0.976 5.070 1.872 0.3 0.3 0.1
H 5.628 -0.295 0.826 0.1 0.5 -0.3
H -2.609 2.649 -1.516 0.0 0.2 0.0
H -1.620 -2.180 2.576 0.4 0.3 -0.1
H -5.531 -3.004 1.497 -0.6 -0.7 0.8

=====

Record 2
34
Properties=species:S:1:pos:R:3:forces:R:3 method="wB97M-V/def2-TZVPD" charge=-1 homo_energy_ev="-3.855 / -3.843" total_energy_ha=-3829.71338 e_above_lowest_kj_mol=78.0 multiplicity=2
Mn -1.277 -0.417 -0.217 -0.2 -0.1 0.9
S -4.606 2.905 -0.058 -0.3 -0.6 -0.4
S -7.494 2.912 -0.770 -0.4 0.2 0.0
S -5.742 0.570 -1.356 0.3 0.6 0.4
S -3.162 -0.920 -1.519 0.8 0.0 0.4
S -1.809 1.885 -0.062 0.3 -0.7 -0.1
N 0.614 -1.424 -0.306 -0.3 -0.5 0.8
N -1.198 -1.111 1.770 0.7 0.1 -1.1
C 0.279 -1.784 3.369 0.3 -0.1 -0.4
C 4.491 0.833 -1.482 0.1 0.2 0.0
C 3.780 -0.354 -1.465 0.0 -0.1 -0.1
C 1.601 -1.619 -1.352 0.0 0.2 -0.2
C -4.013 0.503 -1.022 -0.2 0.8 0.2
C 3.819 2.040 -1.542 0.1 0.1 0.1
C -0.923 -1.480 3.981 -0.1 0.0 0.1
C 0.094 -1.556 1.994 -0.5 0.0 0.8
C 1.727 0.871 -1.585 -0.4 -0.1 -0.1
C 0.974 -1.728 0.913 -0.1 0.0 -0.8
C 2.395 -0.346 -1.503 0.2 -0.1 0.0
C -1.794 -1.080 2.961 -0.2 0.1 -0.2
C -6.033 2.167 -0.729 0.5 -0.2 0.0
C 2.434 2.058 -1.601 -0.1 0.0 0.0
C -3.476 1.609 -0.428 -0.7 -0.3 -0.4
H -1.154 -1.541 5.029 -0.1 0.0 0.1
H 1.903 2.997 -1.640 -0.1 0.1 0.0
H 1.077 -1.847 -2.288 0.1 -0.1 0.2
H 4.313 -1.293 -1.417 0.0 -0.2 0.1
H 1.188 -2.118 3.835 0.2 -0.1 0.1
H 5.570 0.817 -1.425 0.1 0.0 0.0
H 4.372 2.968 -1.517 0.1 0.1 -0.1
H -2.824 -0.783 3.061 -0.1 0.1 -0.1
H 2.274 -2.457 -1.112 -0.1 0.2 -0.1
H 0.633 0.873 -1.615 0.4 0.2 0.0
H 1.969 -2.149 1.102 -0.1 0.1 0.0

=====

Record 3
99
Properties=species:S:1:pos:R:3:forces:R:3 method="wB97M-V/def2-TZVPD" charge=-2 homo_energy_ev="-2.488 / -2.478" total_energy_ha=-6777.15810 e_above_lowest_kj_mol=193.4 multiplicity=6
Se -3.665 -0.728 -3.157 0.1 0.0 0.2
Fe -1.232 0.213 -0.923 -0.1 0.1 -0.1
S 2.511 -0.465 -0.174 0.1 0.2 -0.1
Si 4.018 -0.539 2.891 0.0 0.0 0.0
O 0.445 -3.366 2.891 0.1 0.0 0.0
O -2.377 -0.105 0.611 0.1 -0.1 0.1
O -4.334 -1.910 -2.277 0.0 -0.1 0.0
O -5.041 -4.496 5.432 0.0 0.0 0.0
O -2.587 -1.242 -4.247 0.0 0.0 0.0
O -0.435 -4.852 4.177 0.0 0.0 0.0
O -4.729 0.353 -3.707 0.0 0.1 0.0
O -6.293 -2.990 4.549 0.0 0.0 0.0
O -4.400 0.304 1.485 0.1 0.1 0.1
O -2.690 0.166 -1.993 -0.1 0.1 -0.2
N -5.228 -3.557 4.680 0.0 0.0 0.0
N 0.290 0.298 1.096 0.0 0.0 0.1
N -0.047 -0.909 -2.092 -0.3 -0.4 0.3
N -0.216 1.863 -1.936 0.0 0.2 0.0
N -0.497 -3.867 3.459 0.0 0.0 0.0
C 0.523 1.292 -2.843 0.2 -0.1 -0.1
C 4.617 0.807 4.081 0.0 0.0 0.1
C 0.958 -2.196 -3.627 0.1 0.0 0.0
C -0.742 4.065 -2.986 0.0 0.0 0.0
C -1.425 3.559 -4.254 0.0 -0.1 0.0
C -0.252 -3.376 -1.642 0.0 0.0 0.0
C 4.017 -2.165 3.839 0.0 0.0 0.0
C -3.378 -0.345 1.368 -0.2 -0.1 -0.2
C -0.031 6.105 -1.854 0.0 0.0 0.0
C -4.090 -3.078 3.882 0.1 0.1 -0.1
C -2.872 -3.712 4.036 0.0 -0.1 0.1
C -1.565 -3.120 -0.909 0.0 0.0 0.0
C 1.459 0.177 3.619 0.0 0.0 0.0
C 0.483 3.956 -0.887 0.0 0.0 0.0
C -0.652 5.456 -2.904 0.0 0.0 0.0
C 0.135 0.597 3.483 0.0 0.0 0.0
C 0.541 5.344 -0.854 0.0 0.0 0.0
C 2.225 -0.114 2.512 0.0 0.0 0.0
C 5.323 -0.620 1.556 0.0 0.0 0.0
C -1.818 -3.237 3.284 -0.1 0.1 0.0
C -0.188 3.301 -1.937 0.0 0.1 0.1
C -3.189 -1.563 2.267 0.0 0.0 0.0
C 1.610 -0.073 1.210 -0.1 0.0 0.0
C 0.601 -0.097 -2.988 -0.1 0.1 -0.1
C -0.427 3.313 -5.398 0.0 0.1 0.0
C 1.238 -0.873 -3.953 0.1 -0.1 0.0
C -0.367 0.669 2.207 0.0 0.1 0.0
C 1.248 3.184 0.164 0.0 0.0 0.0
C 0.872 3.596 1.586 0.0 0.0 0.0
C 0.853 -3.661 -0.612 0.0 -0.1 0.0
C -2.350 2.364 -4.096 0.0 0.0 0.0
C -1.953 -2.182 2.398 0.1 0.0 0.0
C -4.265 -2.008 3.021 -0.1 -0.1 0.0
C 2.755 3.328 -0.062 0.0 0.0 0.0
C 0.168 -2.179 -2.464 0.1 0.1 0.1
C -0.426 -4.591 -2.557 0.0 0.0 0.0
H -2.379 -2.856 -1.582 0.0 0.0 0.0
H 1.894 0.113 4.613 0.0 0.0 0.0
H 1.124 4.642 1.784 0.0 0.0 0.0
H -0.956 3.309 -6.354 0.0 0.0 0.0
H 3.999 0.868 4.980 0.0 0.0 0.0
H -1.369 1.043 2.056 0.1 0.0 0.0
H 1.004 2.136 0.039 0.1 0.0 0.0
H 3.550 -2.953 3.244 0.0 0.0 0.0
H 0.524 -4.892 -3.004 0.0 0.0 0.0
H -3.021 2.290 -4.951 0.0 0.0 0.0
H -1.098 -1.836 1.834 0.0 0.0 0.0
H 1.819 -0.501 -4.785 0.0 0.0 0.0
H 0.020 7.187 -1.831 0.0 0.0 0.0
H -0.474 0.883 4.330 0.0 0.0 0.0
H 4.589 1.786 3.594 0.0 0.0 0.0
H -0.807 -5.435 -1.976 0.0 0.0 0.0
H -2.968 2.435 -3.201 0.0 0.0 0.0
H 5.149 -1.455 0.879 0.0 0.0 0.0
H 0.623 -4.579 -0.058 0.0 0.0 0.0
H -1.453 -2.319 -0.175 0.0 0.0 -0.1
H -1.090 6.041 -3.705 0.0 0.0 0.0
H 1.823 -3.776 -1.099 0.0 0.0 0.0
H 5.313 0.287 0.951 0.0 0.0 0.0
H 3.067 4.372 0.052 0.0 0.0 0.0
H -1.799 1.428 -4.049 0.0 -0.1 0.0
H 1.279 -3.077 -4.158 0.0 0.0 0.0
H -5.221 -1.515 2.927 0.0 0.0 0.0
H -2.046 4.402 -4.571 0.0 0.0 0.0
H 3.448 -2.074 4.768 0.0 0.0 0.0
H 1.071 5.829 -0.044 0.0 0.0 0.0
H 0.051 2.339 -5.296 0.0 0.0 0.0
H 5.034 -2.479 4.092 0.0 0.0 0.0
H 6.307 -0.729 2.028 0.0 0.0 0.0
H 1.414 2.978 2.305 0.0 0.0 0.0
H -2.749 -4.537 4.720 0.0 0.0 0.0
H 0.948 -2.838 0.099 0.0 0.0 0.0
H 5.647 0.618 4.397 0.0 0.0 0.0
H 0.345 4.086 -5.434 0.0 0.0 0.0
H -0.197 3.466 1.763 0.0 0.0 0.0
H 1.123 1.903 -3.516 -0.1 0.0 0.0
H -1.860 -4.017 -0.355 0.0 0.0 0.0
H 3.031 2.985 -1.060 0.0 0.0 0.0
H 3.303 2.716 0.658 0.0 0.0 0.0
H -1.137 -4.367 -3.354 0.0 0.0 0.0